No. 1
The following is a quantum chemistry calculation of one molecule with the formula C5H6O2, from the OMol25 dataset.

```
13
Properties=species:S:1:pos:R:3:forces:R:3
C 1.365 -1.565 -0.872 0.247 0.234 0.499
C 0.942 -0.861 0.005 0.023 -0.299 -0.574
C -0.013 -0.021 0.727 0.049 -0.001 0.086
C 0.555 1.320 1.172 0.020 0.047 0.015
O -1.164 0.311 -0.106 0.021 -0.020 -0.123
C -1.529 -0.316 -1.241 -0.080 -0.293 -0.275
O -1.088 -1.301 -1.761 -0.494 0.327 0.292
H 1.645 -2.199 -1.682 0.207 0.046 0.172
H -0.412 -0.568 1.590 0.052 0.053 -0.153
H 0.978 1.847 0.313 -0.060 -0.081 0.117
H 1.341 1.180 1.920 -0.118 -0.053 -0.121
H -0.244 1.930 1.603 0.116 -0.096 -0.035
H -2.374 0.242 -1.668 0.016 0.134 0.100
```
Forces are in eV/Å.

Total charge: 0
Highest occupied orbital energy in eV: -9.6
SMILES: C#C[C@@H](C)OC=O
Gap between HOMO and LUMO in eV: 10.577
Energy above the lowest of the compared OMol25 structures with the same formula, charge and spin in kJ/mol: 237.48
DFT total energy in eV: -9374.6343

Here is what Löwdin gives for the atomic charges, in e: C 0.14; C -0.08; C -0.35; C -0.04; O -0.01; C -0.32; O 0.06; H 0.05; H 0.15; H 0.09; H 0.09; H 0.08; H 0.14

=====

No. 2
The following is a quantum chemistry calculation of a 5-piece molecular cluster, C32H71ClN2O23P5Si overall in a non-equilibrium geometry, from the OMol25 dataset.

```
135
Properties=species:S:1:pos:R:3:forces:R:3
C 1.048 2.290 7.912 0.617 -0.762 0.071
C 0.759 1.108 6.774 -0.254 -0.086 2.121
O -0.003 1.588 5.612 2.473 -1.457 -0.772
C 0.694 1.235 4.332 -0.456 -0.129 0.193
C -0.495 0.921 3.248 -0.885 -0.082 2.843
O -0.287 1.479 1.905 4.652 -1.810 -1.509
C 1.053 1.189 1.372 1.744 1.479 -0.217
C 2.139 2.460 1.416 1.760 -2.427 -1.546
Cl 1.676 4.163 2.095 0.695 -3.466 -1.313
C 3.681 2.283 0.842 -2.981 -2.395 -0.263
C 4.783 3.537 0.845 4.727 2.172 3.166
O 5.710 3.657 1.828 -6.583 -1.370 -6.799
O 4.686 4.548 -0.256 0.395 -3.477 2.636
C 4.081 0.788 0.225 -4.926 0.544 2.512
P 5.860 0.600 -0.442 0.855 2.964 -3.021
N 6.091 1.784 -1.567 -0.240 -2.271 1.157
C 2.912 -0.378 0.224 1.183 2.811 -0.070
C 3.373 -1.845 -0.432 -0.674 0.136 1.181
C 3.763 -2.797 0.859 -1.729 0.194 -0.013
O 5.161 -2.658 1.308 -1.905 -1.109 2.486
C 5.146 -3.088 2.742 2.063 -6.069 3.570
O 5.547 -4.319 3.149 -2.542 8.253 -3.674
C 4.684 -2.066 3.982 -0.530 0.447 -1.124
C 5.968 -1.589 4.897 -0.044 0.356 -0.787
N 1.482 -0.158 0.760 2.227 2.438 0.635
C 0.494 -1.333 0.659 -1.384 -1.132 -0.348
C -0.144 -1.464 -0.882 0.599 -0.012 1.082
O 0.255 -0.237 -1.588 -0.452 -2.846 -0.891
Si 0.521 -0.503 -3.304 -0.099 1.529 -1.836
C 1.523 1.066 -3.933 0.510 0.212 1.460
C 1.617 -2.027 -3.736 0.126 -1.807 0.456
C -1.146 -0.477 -4.344 -0.563 -0.330 -0.684
H 0.943 1.765 8.975 0.058 1.308 -2.261
H 0.328 3.210 7.820 1.378 -1.920 0.165
H 2.182 2.628 7.845 -2.481 -0.444 0.017
H 0.095 0.287 7.325 1.396 1.617 -1.370
H 1.801 0.637 6.529 -2.058 0.840 0.064
H 1.370 2.157 4.081 -1.163 -1.868 0.097
H 1.324 0.229 4.442 -1.161 2.297 -0.044
H -1.480 1.443 3.674 2.251 -1.144 -1.248
H -0.705 -0.230 3.286 0.447 2.367 -0.527
H 5.571 4.655 -0.713 -0.986 -0.471 1.100
H 6.141 -0.651 -1.099 -0.524 0.194 1.259
H 6.844 0.860 0.591 -1.286 -0.766 0.018
H 6.346 1.323 -2.469 -0.452 0.605 0.866
H 2.489 -2.377 -1.010 1.757 1.349 1.285
H 4.261 -1.750 -1.189 -1.773 0.131 1.635
H 3.440 -3.888 0.584 1.149 1.844 0.594
H 3.059 -2.457 1.749 1.331 -0.711 -1.729
H 4.126 -1.157 3.448 1.343 -1.705 1.308
H 3.912 -2.590 4.690 1.480 0.675 -1.744
H 6.087 -2.251 5.854 -0.205 1.184 -2.091
H 5.773 -0.465 5.235 0.585 -2.475 -0.788
H 6.925 -1.668 4.196 -1.924 0.356 1.874
H 0.997 -2.372 0.930 -0.705 2.549 -0.416
H -0.432 -1.223 1.366 2.197 0.358 -1.053
H -1.301 -1.617 -0.780 2.152 0.593 -0.306
H 0.299 -2.456 -1.315 -0.802 1.959 0.418
H 0.824 2.001 -3.854 1.444 -1.633 -0.497
H 2.378 1.217 -3.117 -1.516 -0.105 -1.858
H 2.011 0.900 -4.985 -1.093 0.467 2.026
H 1.215 -3.029 -3.229 0.834 1.983 -1.220
H 1.607 -2.263 -4.906 0.121 0.769 2.627
H 2.697 -1.864 -3.312 -1.843 -0.274 -1.125
H -1.602 -1.563 -4.416 0.620 2.261 0.232
H -1.913 0.303 -3.915 1.365 -1.683 -0.721
H -0.945 -0.142 -5.471 -0.207 -0.736 2.450
C -3.822 8.165 7.931 0.669 -0.285 0.289
O -4.238 7.696 6.663 -0.389 0.234 -3.793
P -4.451 6.020 6.294 -1.356 -1.089 9.150
O -5.610 5.936 7.293 -0.055 0.095 -1.780
O -3.040 5.693 7.102 0.127 -0.297 -1.247
C -1.819 6.209 6.601 0.444 0.085 0.167
O -4.665 4.343 5.924 0.477 1.707 -2.159
C -3.592 3.431 5.992 0.123 -0.612 -0.138
H -4.457 9.005 8.219 -0.182 -0.176 -0.260
H -3.857 7.395 8.707 -0.097 0.061 -0.177
H -2.802 8.547 7.838 0.031 -0.031 0.184
H -1.301 6.724 7.415 -0.058 -0.012 -0.147
H -1.975 6.909 5.776 0.096 0.032 0.119
H -1.184 5.386 6.262 -0.029 -0.008 -0.059
H -3.287 3.289 7.033 0.124 0.160 -0.181
H -2.758 3.765 5.377 0.206 -0.140 0.132
H -3.937 2.466 5.606 -0.077 0.215 -0.112
C -4.894 2.061 -8.263 0.254 0.739 0.205
O -4.256 1.419 -9.349 0.373 -1.164 -3.668
P -2.550 1.136 -9.415 -0.318 0.620 9.309
O -2.652 0.179 -8.223 0.206 -0.513 -1.636
O -2.304 2.670 -8.835 0.495 -0.304 -1.167
C -2.701 3.781 -9.620 -0.116 0.579 -0.008
O -0.845 0.853 -9.482 -1.403 0.000 -2.400
C 0.080 1.917 -9.472 0.654 0.135 -0.091
H -5.787 1.492 -7.995 0.203 -0.232 -0.201
H -4.250 2.166 -7.386 -0.030 -0.120 -0.163
H -5.226 3.049 -8.594 0.013 0.048 0.180
H -3.315 4.440 -8.999 0.047 -0.091 -0.133
H -3.276 3.480 -10.499 -0.033 0.120 0.101
H -1.817 4.340 -9.938 -0.028 -0.053 -0.037
H 0.076 2.406 -8.493 -0.151 0.083 -0.213
H -0.133 2.626 -10.270 0.127 0.190 0.119
H 1.080 1.504 -9.638 -0.233 -0.109 -0.146
C -2.030 -2.799 6.671 -0.698 0.011 0.553
O -2.126 -3.032 5.280 0.291 -2.097 -3.442
P -3.128 -2.095 4.226 0.034 6.419 6.823
O -2.269 -0.855 4.495 0.035 -1.091 -1.360
O -4.331 -2.155 5.367 -0.031 -0.441 -1.335
C -4.911 -3.405 5.699 -0.393 -0.390 0.431
O -4.131 -1.158 3.172 1.055 -2.569 -0.830
C -5.530 -1.110 3.336 -0.741 0.242 -0.305
H -0.977 -2.822 6.958 0.013 0.038 -0.352
H -2.474 -1.849 6.979 0.085 -0.094 -0.162
H -2.526 -3.622 7.192 -0.013 0.142 0.118
H -4.888 -3.518 6.787 0.013 -0.027 -0.173
H -4.377 -4.241 5.241 -0.053 0.011 0.148
H -5.956 -3.422 5.378 0.074 -0.012 -0.031
H -5.781 -0.571 4.254 0.058 -0.282 -0.031
H -5.957 -2.112 3.335 -0.194 0.074 0.122
H -5.955 -0.556 2.493 0.249 -0.195 -0.031
C 1.527 -7.688 -5.874 -0.486 -0.347 -0.562
O 2.000 -6.372 -6.079 2.626 2.707 -1.005
P 0.957 -5.019 -6.351 -6.641 -5.186 4.120
O 0.388 -5.160 -4.935 1.194 1.235 -0.372
O 0.053 -5.961 -7.374 0.628 1.091 -0.426
C 0.638 -6.444 -8.571 -0.052 -0.388 -0.453
O -0.086 -3.666 -6.623 2.818 0.183 -0.712
C -0.945 -3.610 -7.740 -0.584 0.536 -0.444
H 2.063 -8.125 -5.028 0.052 0.349 0.031
H 0.451 -7.734 -5.690 0.167 0.125 0.018
H 1.775 -8.283 -6.757 -0.148 -0.102 0.055
H 0.474 -7.525 -8.623 0.079 0.148 -0.006
H 1.712 -6.244 -8.615 -0.069 -0.136 -0.038
H 0.148 -5.984 -9.432 0.054 0.027 0.041
H -1.738 -4.357 -7.639 0.268 -0.051 -0.114
H -0.388 -3.745 -8.666 -0.186 -0.077 -0.122
H -1.414 -2.621 -7.763 0.277 0.007 0.069
```
Forces are in eV/Å.

Total charge: +1
Highest occupied orbital energy in eV: -10.5
Gap between HOMO and LUMO in eV: 5.334
Energy above the lowest of the compared OMol25 structures with the same formula, charge and spin in kJ/mol: 2130.89
DFT total energy in eV: -151215.5507

Atom charges from the Löwdin analysis, given in e for atoms 1 to 99: C -0.10; C -0.25; O -0.22; C -0.15; C -0.14; O -0.09; C -0.03; C -0.32; Cl 0.60; C 0.02; C -0.26; O 0.00; O -0.01; C -0.15; P 0.75; N -0.33; C -0.01; C -0.09; C -0.19; O -0.11; C -0.24; O 0.00; C -0.16; C -0.11; N 0.04; C -0.08; C -0.20; O -0.28; Si 0.49; C -0.21; C -0.21; C -0.20; H 0.09; H 0.08; H 0.08; H 0.13; H 0.12; H 0.11; H 0.14; H 0.16; H 0.09; H 0.13; H 0.02; H 0.03; H -0.03; H 0.11; H 0.11; H 0.16; H 0.12; H 0.10; H 0.13; H 0.09; H 0.09; H 0.10; H 0.14; H 0.13; H 0.14; H 0.10; H 0.05; H 0.04; H 0.06; H 0.05; H 0.06; H 0.03; H 0.05; H 0.05; H 0.06; C -0.14; O -0.34; P 0.78; O -0.24; O -0.32; C -0.13; O -0.26; C -0.14; H 0.10; H 0.09; H 0.08; H 0.09; H 0.09; H 0.08; H 0.10; H 0.08; H 0.09; C -0.14; O -0.34; P 0.78; O -0.26; O -0.32; C -0.13; O -0.26; C -0.14; H 0.10; H 0.09; H 0.08; H 0.09; H 0.09; H 0.08; H 0.10

=====

No. 3
The following is a quantum chemistry calculation of a 2-piece molecular cluster, C3H8N2O2S overall in a non-equilibrium geometry, from the OMol25 dataset.

```
16
Properties=species:S:1:pos:R:3:forces:R:3
N 0.741 0.337 -1.400 -2.754 -0.817 0.980
C 1.002 -0.238 -0.150 1.471 0.888 2.957
S 2.064 0.721 1.049 1.049 -1.065 -1.916
C 0.396 -1.281 0.439 0.023 0.610 -3.303
O -0.467 -2.010 -0.330 0.855 1.068 -0.863
O 0.560 -1.825 1.607 0.448 -0.494 2.109
H 1.552 0.280 -1.943 0.982 -0.257 -1.472
H -0.089 -0.200 -1.755 1.378 0.808 -0.316
H 3.364 0.430 0.471 -1.905 0.345 0.840
H -1.013 -2.459 0.275 -1.301 -1.200 1.062
H 1.271 -1.368 2.091 -0.180 0.086 -0.134
C -2.069 1.251 -0.382 0.936 -0.446 -0.125
N -1.733 1.721 0.720 -0.417 1.394 2.404
H -1.664 1.685 -1.327 -1.090 -0.589 0.202
H -2.568 0.291 -0.162 0.053 0.095 -1.645
H -1.347 2.666 0.796 0.452 -0.426 -0.780
```
Forces are in eV/Å.

Total charge: 0
Highest occupied orbital energy in eV: -7.9
SMILES: NC(S)=C(O)O.C=N
Gap between HOMO and LUMO in eV: 8.476
Energy above the lowest of the compared OMol25 structures with the same formula, charge and spin in kJ/mol: 199.68
DFT total energy in eV: -21148.7761

Here is what Löwdin gives for the atomic charges, in e: N 0.03; C -0.63; S 0.71; C -0.54; O 0.09; O 0.09; H 0.05; H 0.10; H -0.09; H 0.09; H 0.08; C -0.17; N 0.01; H 0.08; H 0.07; H 0.05